1.
The following is a DFT calculation (ωB97M-V/def2-TZVPD) of a molecular structure, C15H28N5O3P2PtS2.

Element x y z (Å)
Pt1 1.6803 -0.9306 0.1749
S1 3.7783 -1.8363 0.4430
C1 3.1946 -2.1162 2.0654
N1 1.9929 -1.6748 2.2996
C2 1.5689 -1.9570 3.5847
C3 0.3347 -1.6323 4.1425
C4 0.0945 -1.9887 5.4527
C5 1.0638 -2.6578 6.2099
C6 2.2917 -2.9830 5.6683
C7 2.5343 -2.6284 4.3455
S2 3.9617 -2.9067 3.3847
H1 -0.4043 -1.1131 3.5465
H2 -0.8570 -1.7479 5.9072
H3 0.8484 -2.9246 7.2354
H4 3.0388 -3.5006 6.2543
C8 -2.0355 -2.4096 -2.3949
N2 -2.4441 -1.1163 -1.8466
C9 -3.5854 -0.5027 -2.5190
P1 -1.5107 -0.2986 -0.8046
O1 -0.4916 -1.2117 -0.2094
O2 -0.7441 0.8937 -1.6184
P2 0.7151 1.4548 -1.2133
O3 0.9571 1.3297 0.2505
N3 0.8152 2.9801 -1.7351
C10 0.6775 3.2928 -3.1542
C11 0.8605 4.1218 -0.8235
N4 1.7281 0.4352 -2.0601
C12 1.3250 -0.3432 -3.2359
C13 3.1226 0.9073 -2.1390
N5 -2.5143 0.5422 0.1628
C14 -3.4300 -0.2338 1.0046
C15 -2.2327 1.8827 0.6715
H5 -2.8749 -3.1039 -2.3370
H6 -1.2065 -2.8131 -1.8219
H7 -1.7435 -2.3130 -3.4440
H8 -4.4369 -1.1838 -2.4823
H9 -3.3528 -0.2960 -3.5663
H10 -3.8575 0.4276 -2.0269
H11 0.5825 2.3791 -3.7398
H12 1.5481 3.8473 -3.5079
H13 -0.2169 3.8947 -3.3263
H14 0.9615 3.7698 0.1994
H15 -0.0497 4.7184 -0.9153
H16 1.7181 4.7510 -1.0656
H17 0.3004 -0.6874 -3.1365
H18 1.9762 -1.2136 -3.3086
H19 1.4232 0.2395 -4.1560
H20 3.3950 1.4249 -1.2208
H21 3.2614 1.5776 -2.9913
H22 3.7801 0.0467 -2.2536
H23 -3.5777 -1.2278 0.5874
H24 -4.3944 0.2730 1.0498
H25 -3.0384 -0.3383 2.0191
H26 -1.7702 2.4938 -0.0988
H27 -1.5811 1.8613 1.5477
H28 -3.1805 2.3460 0.9455

The spin multiplicity is 3. Its net charge is +1. Its energy above the lowest of the compared OMol25 structures with the same formula, charge and spin is 0.00 kJ/mol.

2.
The following is a DFT calculation (ωB97M-V/def2-TZVPD) of a molecular structure, C15H29AlF9O2S.

Element x y z (Å)
C1 -4.2782 2.8609 -2.0332
C2 -4.7991 1.8654 -3.0459
O1 -5.6891 2.1136 -3.8303
O2 -4.1614 0.7028 -2.9499
C3 -4.5628 -0.3895 -3.8525
Al1 -3.1269 -1.7839 -4.2944
C4 -1.3572 -0.9589 -4.8762
C5 -1.1371 0.5483 -4.6013
C6 -0.2975 0.7938 -3.3358
C7 -0.9106 0.1120 -2.1034
C8 -0.2472 0.5225 -0.8194
F1 1.0492 0.1044 -0.7418
F2 -0.1999 1.8879 -0.7061
C9 -0.9222 0.1090 0.5323
F3 -2.1198 0.6754 0.5893
F4 -0.1872 0.5933 1.5294
S1 -1.1883 -1.7436 0.8904
F5 0.0107 -1.7843 1.9428
F6 -2.1880 -1.3545 2.0688
F7 -2.3738 -1.7585 -0.1535
F8 -0.1617 -2.1931 -0.2405
F9 -1.4688 -3.2672 1.2065
H1 -3.1881 2.8341 -1.9843
H2 -4.6641 2.5928 -1.0436
H3 -4.6338 3.8579 -2.2962
H4 -4.9624 0.0711 -4.7613
H5 -5.4022 -0.9018 -3.3602
H6 -2.9342 -2.7934 -3.0254
H7 -3.7710 -2.6062 -5.5535
H8 -1.2409 -1.1532 -5.9502
H9 -0.5319 -1.5084 -4.3961
H10 -0.6023 1.0248 -5.4369
H11 -2.0888 1.0869 -4.5009
H12 -0.1790 1.8691 -3.1591
H13 0.7064 0.3837 -3.5109
H14 -1.9815 0.3369 -2.0357
H15 -0.8237 -0.9701 -2.2103
C10 3.4877 0.0518 6.4937
C11 4.4208 -0.6037 5.4809
C12 4.9042 0.3505 4.3895
C13 3.7932 0.9506 3.5251
C14 2.8984 -0.0721 2.8268
C15 3.6457 -0.9820 1.8580
H16 2.5761 0.4192 6.0206
H17 3.1914 -0.6549 7.2704
H18 3.9765 0.8994 6.9801
H19 3.9186 -1.4622 5.0269
H20 5.2933 -1.0055 6.0040
H21 5.6192 -0.1760 3.7513
H22 5.4632 1.1683 4.8573
H23 4.2533 1.5935 2.7677
H24 3.1692 1.6088 4.1364
H25 2.1211 0.4621 2.2793
H26 2.3757 -0.6817 3.5699
H27 4.1444 -0.3958 1.0828
H28 2.9581 -1.6687 1.3631
H29 4.4041 -1.5822 2.3653

The spin multiplicity is 1. Its net charge is -1. Its energy above the lowest of the compared OMol25 structures with the same formula, charge and spin is 0.00 kJ/mol.

3.
The following is a DFT calculation (ωB97M-V/def2-TZVPD) of 4 unconnected molecules or ions with the total composition C15H29BO15PS in a non-equilibrium geometry.

Element x y z (Å)
C1 -1.7742 -3.7145 3.8885
C2 -2.1366 -2.5831 3.2385
C3 -1.2653 -1.3723 2.8796
C4 -0.5581 -0.7593 4.1223
C5 0.9444 -0.8738 4.2326
O1 1.5102 -1.7084 4.8719
O2 1.6700 0.0771 3.5909
O3 -2.2247 -0.3618 2.5677
B1 -2.4485 -0.1963 1.1022
O4 -1.3886 -1.0871 0.5222
C6 -0.4707 -1.3917 1.5231
P1 0.3030 -2.9380 0.9562
O5 -0.8161 -3.8407 0.2837
O6 1.2217 -2.5274 -0.3146
S1 1.3844 -3.8756 2.2526
H1 -0.9630 -4.3707 3.5956
H2 -2.3629 -4.0390 4.7484
H3 -3.1822 -2.4557 2.9668
H4 -0.7967 0.3044 4.0607
H5 -1.0085 -1.1208 5.0435
H6 1.0822 0.7334 3.1953
H7 -2.1771 0.9851 0.8185
H8 -3.5693 -0.4835 0.7003
H9 0.3338 -0.6342 1.5285
H10 -1.6946 -3.4472 0.4199
H11 1.7628 -1.7644 -0.0726
C7 -3.4922 1.6829 4.0473
O7 -4.0906 2.9736 4.3069
C8 -3.2317 3.9174 4.6429
O8 -2.0377 3.8026 4.7582
O9 -3.9135 5.0572 4.8461
C9 -3.0943 6.1625 5.2159
H12 -4.2996 1.0082 3.7873
H13 -2.7972 1.7377 3.2188
H14 -2.9916 1.3188 4.9427
H15 -2.3731 6.3887 4.4323
H16 -2.5735 5.9625 6.1511
H17 -3.7645 7.0081 5.3474
C10 1.2363 -2.6867 -3.1985
O10 1.2977 -2.0075 -4.4695
C11 0.1211 -1.8217 -5.0559
O11 -0.9513 -2.1662 -4.6395
O12 0.3345 -1.1715 -6.2090
C12 -0.8556 -0.8969 -6.9470
H18 2.2573 -2.7730 -2.8406
H19 0.6498 -2.1164 -2.4895
H20 0.8151 -3.6819 -3.3225
H21 -1.5279 -0.2626 -6.3721
H22 -1.3610 -1.8215 -7.2204
H23 -0.5418 -0.3739 -7.8462
C13 6.1645 2.8535 -5.9588
O13 5.0333 2.7716 -5.0941
C14 4.6492 1.5197 -4.8155
O14 5.1781 0.5218 -5.2316
O15 3.5986 1.5791 -4.0097
C15 3.0681 0.3002 -3.6258
H24 6.3641 3.9123 -6.0986
H25 7.0318 2.3763 -5.5058
H26 5.9485 2.3933 -6.9215
H27 3.8193 -0.2700 -3.0810
H28 2.7311 -0.2519 -4.4941
H29 2.2233 0.4993 -2.9723

The spin multiplicity is 1. Its net charge is -1. Its energy above the lowest of the compared OMol25 structures with the same formula, charge and spin is 0.00 kJ/mol.

4.
The following is a DFT calculation (ωB97M-V/def2-TZVPD) of a molecular structure, C15H29Br10ClSi in a non-equilibrium geometry.

Element x y z (Å)
C1 -1.4424 1.5204 2.2821
C2 -1.5157 0.2997 1.7621
Si1 -1.3884 -1.3906 0.8020
C3 -0.3236 -1.0950 -0.7825
C4 1.2700 -1.2678 -0.4466
C5 1.6474 -2.8503 -0.3539
Cl1 2.7388 -3.0468 1.1197
H1 -1.0785 2.5935 2.4704
H2 -0.7191 -2.4312 1.5989
H3 -2.7150 -1.8531 0.3955
H4 -0.6237 -1.7413 -1.6797
H5 -0.4645 0.0161 -1.0750
H6 1.5916 -0.6803 0.4844
H7 1.8786 -0.8308 -1.3277
H8 2.1610 -3.1735 -1.3402
H9 0.7052 -3.4998 -0.2547
Br1 -3.7212 -2.3143 5.8806
C6 -3.9233 -0.5578 5.0598
C7 -5.1698 -0.4898 4.2124
Br2 -4.9163 -1.4031 2.5097
H10 -3.0085 -0.3612 4.4985
H11 -3.9884 0.1407 5.8963
H12 -5.3996 0.5444 3.9487
H13 -6.0415 -0.9400 4.6886
Br3 -3.9025 -2.1932 -2.5996
C8 -3.5506 -3.0163 -4.3308
C9 -2.0784 -3.2893 -4.5176
Br4 -1.1047 -1.6562 -4.9472
H14 -3.9667 -2.3523 -5.0894
H15 -4.1166 -3.9498 -4.3218
H16 -1.9149 -3.9503 -5.3709
H17 -1.6040 -3.7197 -3.6349
Br5 4.7495 2.2790 -1.6410
C10 4.2881 2.8681 0.1583
C11 3.3205 1.9130 0.8112
Br6 1.5133 2.1551 0.1233
H18 3.9019 3.8843 0.0722
H19 5.2342 2.8890 0.7028
H20 3.2456 2.1123 1.8820
H21 3.5806 0.8643 0.6594
Br7 6.0658 0.1264 -4.7622
C12 7.4439 -0.5567 -3.5653
C13 7.1696 -1.9884 -3.1754
Br8 5.7612 -2.0985 -1.8315
H22 7.4898 0.1221 -2.7127
H23 8.3740 -0.4838 -4.1324
H24 8.0476 -2.4336 -2.7035
H25 6.8586 -2.6121 -4.0141
Br9 -2.3735 3.6557 1.2269
C14 -3.7037 4.2494 2.5218
C15 -4.1884 5.6441 2.2102
Br10 -2.8775 6.9838 2.7451
H26 -3.2481 4.1607 3.5092
H27 -4.5212 3.5303 2.4381
H28 -5.0851 5.8777 2.7876
H29 -4.3925 5.8035 1.1512

The spin multiplicity is 1. The calculation puts the calculated total energy at -27078.61110 Ha.

Copy entry 3 word for word.
The following is a DFT calculation (ωB97M-V/def2-TZVPD) of 4 unconnected molecules or ions with the total composition C15H29BO15PS in a non-equilibrium geometry.

Element x y z (Å)
C1 -1.7742 -3.7145 3.8885
C2 -2.1366 -2.5831 3.2385
C3 -1.2653 -1.3723 2.8796
C4 -0.5581 -0.7593 4.1223
C5 0.9444 -0.8738 4.2326
O1 1.5102 -1.7084 4.8719
O2 1.6700 0.0771 3.5909
O3 -2.2247 -0.3618 2.5677
B1 -2.4485 -0.1963 1.1022
O4 -1.3886 -1.0871 0.5222
C6 -0.4707 -1.3917 1.5231
P1 0.3030 -2.9380 0.9562
O5 -0.8161 -3.8407 0.2837
O6 1.2217 -2.5274 -0.3146
S1 1.3844 -3.8756 2.2526
H1 -0.9630 -4.3707 3.5956
H2 -2.3629 -4.0390 4.7484
H3 -3.1822 -2.4557 2.9668
H4 -0.7967 0.3044 4.0607
H5 -1.0085 -1.1208 5.0435
H6 1.0822 0.7334 3.1953
H7 -2.1771 0.9851 0.8185
H8 -3.5693 -0.4835 0.7003
H9 0.3338 -0.6342 1.5285
H10 -1.6946 -3.4472 0.4199
H11 1.7628 -1.7644 -0.0726
C7 -3.4922 1.6829 4.0473
O7 -4.0906 2.9736 4.3069
C8 -3.2317 3.9174 4.6429
O8 -2.0377 3.8026 4.7582
O9 -3.9135 5.0572 4.8461
C9 -3.0943 6.1625 5.2159
H12 -4.2996 1.0082 3.7873
H13 -2.7972 1.7377 3.2188
H14 -2.9916 1.3188 4.9427
H15 -2.3731 6.3887 4.4323
H16 -2.5735 5.9625 6.1511
H17 -3.7645 7.0081 5.3474
C10 1.2363 -2.6867 -3.1985
O10 1.2977 -2.0075 -4.4695
C11 0.1211 -1.8217 -5.0559
O11 -0.9513 -2.1662 -4.6395
O12 0.3345 -1.1715 -6.2090
C12 -0.8556 -0.8969 -6.9470
H18 2.2573 -2.7730 -2.8406
H19 0.6498 -2.1164 -2.4895
H20 0.8151 -3.6819 -3.3225
H21 -1.5279 -0.2626 -6.3721
H22 -1.3610 -1.8215 -7.2204
H23 -0.5418 -0.3739 -7.8462
C13 6.1645 2.8535 -5.9588
O13 5.0333 2.7716 -5.0941
C14 4.6492 1.5197 -4.8155
O14 5.1781 0.5218 -5.2316
O15 3.5986 1.5791 -4.0097
C15 3.0681 0.3002 -3.6258
H24 6.3641 3.9123 -6.0986
H25 7.0318 2.3763 -5.5058
H26 5.9485 2.3933 -6.9215
H27 3.8193 -0.2700 -3.0810
H28 2.7311 -0.2519 -4.4941
H29 2.2233 0.4993 -2.9723

The spin multiplicity is 1. Its net charge is -1. Its energy above the lowest of the compared OMol25 structures with the same formula, charge and spin is 0.00 kJ/mol.